Entry 1:
Formula: C16H49N3O19S3
Source: the OMol25 dataset
Level of theory: ωB97M-V with the def2-TZVPD basis set

Output
- total charge = 0
- SMILES = CCOS(C)(=O)=O.CCOS(C)(=O)=O.CCOS(C)(=O)=O.C[N+](=O)[O-].C[N+](=O)[O-].C[N+](=O)[O-].CO.CO.CO.CO

Positions of all 90 atoms, in Å:
C (9.539, 23.583, -9.352)
O (16.626, 14.798, -6.278)
H (5.831, 16.356, -20.397)
S (-3.700, 16.926, -5.976)
H (3.301, 27.375, -3.345)
H (16.550, 11.977, -7.950)
H (9.645, 23.440, -8.277)
H (-1.386, 16.207, -6.076)
H (6.762, 14.979, -19.875)
C (15.787, 11.859, -7.180)
H (13.138, 15.312, -6.202)
C (16.404, 11.327, -5.823)
H (-7.052, 17.457, -8.791)
H (9.622, 14.130, -0.973)
O (2.049, 26.275, -5.479)
C (6.004, 15.692, -19.551)
S (5.998, 15.020, -16.167)
O (-3.643, 18.297, -5.412)
C (3.682, 27.413, -4.365)
H (-7.081, 17.961, -7.131)
C (6.219, 16.571, -15.196)
H (6.088, 19.058, 2.401)
C (9.554, 13.070, -1.218)
O (8.555, 24.621, -9.514)
H (7.604, 17.014, -18.688)
H (8.279, 12.848, -8.173)
O (-3.937, 15.756, -5.171)
O (7.046, 15.429, -17.444)
H (5.412, 18.791, 0.665)
H (5.453, 19.187, -6.530)
O (4.604, 14.972, -16.548)
H (9.466, 12.670, -2.228)
O (-4.751, 16.878, -7.273)
C (6.241, 18.740, 1.370)
H (-2.258, 15.586, -7.462)
H (5.905, 16.447, -5.828)
H (-6.773, 19.174, -8.355)
H (6.098, 12.484, -8.832)
C (2.321, 24.581, -11.021)
C (6.441, 12.081, -7.879)
H (14.140, 15.591, -7.703)
H (7.288, 16.655, -15.002)
H (7.791, 24.172, -9.883)
H (1.246, 24.419, -10.947)
H (6.679, 11.030, -8.043)
H (10.495, 23.825, -9.817)
O (7.228, 19.941, -0.301)
H (16.916, 10.367, -5.883)
H (-4.392, 18.767, -7.913)
H (3.395, 28.345, -4.852)
O (6.631, 13.979, -15.361)
H (5.777, 16.406, -14.213)
O (4.072, 25.517, -5.498)
H (11.544, 12.914, -1.282)
H (17.184, 12.020, -5.507)
H (6.966, 18.658, -6.113)
H (15.542, 11.159, -5.178)
C (6.703, 16.479, -18.387)
H (5.080, 15.206, -19.239)
H (14.466, 16.515, -6.234)
O (8.389, 19.501, 1.479)
N (2.788, 23.260, -10.436)
H (5.864, 17.415, -15.787)
N (7.437, 19.431, 0.784)
C (-5.007, 17.900, -8.155)
H (8.675, 12.691, -0.696)
O (3.830, 22.817, -10.861)
O (10.832, 12.531, -0.765)
O (7.635, 12.790, -7.464)
O (14.994, 13.053, -6.992)
H (15.204, 11.010, -7.537)
H (-1.717, 17.416, -7.293)
S (15.323, 14.270, -6.021)
O (2.057, 22.551, -9.774)
H (6.218, 17.769, -7.438)
H (9.196, 22.729, -9.937)
H (4.761, 27.544, -4.448)
H (6.638, 17.730, 1.258)
H (5.564, 12.063, -7.231)
C (14.117, 15.555, -6.614)
O (14.913, 13.901, -4.662)
N (3.237, 26.356, -5.195)
H (2.647, 24.643, -12.059)
O (5.537, 17.289, -5.552)
H (6.055, 17.231, -17.938)
C (-6.579, 18.137, -8.083)
C (-2.083, 16.482, -6.867)
C (6.021, 18.258, -6.484)
H (-4.710, 17.614, -9.164)
H (2.671, 25.397, -10.388)

Atom charges from the Mulliken analysis, given in e for atoms 1 to 6:
1. C -0.48
2. O -0.60
3. H 0.36
4. S 1.12
5. H 0.28
6. H 0.29

***

Entry 2:
Formula: C16H50N6O3P3
Source: the OMol25 dataset
Level of theory: ωB97M-V with the def2-TZVPD basis set

Output
- total charge = -1

Positions of all 78 atoms, in Å:
H (2.189, 1.704, -1.693)
H (-4.138, 2.454, 8.087)
H (-2.793, 2.760, 6.252)
O (-1.940, -2.657, -3.001)
H (0.700, -1.508, -6.984)
H (0.367, 0.478, -5.283)
H (-2.965, -0.561, -6.304)
P (-1.248, -2.512, -4.343)
H (0.531, 0.737, 5.323)
H (4.988, -0.208, 0.006)
N (2.929, 0.122, -0.442)
H (0.980, -4.360, -6.532)
H (0.680, -0.094, -2.511)
H (1.582, -1.245, -3.527)
P (-3.232, 1.362, 6.276)
H (-1.178, 1.469, -0.412)
O (1.324, 0.221, 2.403)
C (-3.665, -3.452, -4.962)
H (-0.916, 3.283, 7.084)
H (-0.687, 1.059, -3.985)
H (-1.048, -0.823, -0.442)
H (-4.248, -3.190, -4.074)
H (4.827, 1.637, 1.914)
H (-0.710, -0.498, 5.775)
H (0.131, 0.803, 8.161)
C (0.065, 0.176, 6.138)
H (0.430, -1.807, -2.303)
C (3.037, 1.035, -1.568)
H (-3.730, -0.023, 6.300)
H (0.509, 2.695, 6.115)
H (-2.185, 1.406, 8.558)
C (4.094, -0.752, -0.339)
H (0.550, -4.531, -4.840)
H (4.324, -1.222, -1.300)
H (3.677, 1.024, 3.117)
H (3.596, 3.391, 0.204)
H (3.903, 2.753, 2.945)
H (-2.336, 0.989, 5.189)
H (2.532, 3.920, 1.517)
C (0.772, -3.797, -5.618)
N (-2.696, -2.409, -5.308)
C (-3.401, -1.144, -5.489)
H (3.903, -1.562, 0.369)
H (-0.994, -0.391, 1.280)
C (-0.549, 0.253, -4.714)
H (0.283, 2.253, -0.916)
C (-0.150, 1.660, -0.104)
P (2.010, 0.343, 1.055)
H (-1.384, 0.322, -5.406)
H (-0.190, 2.264, 0.810)
H (0.619, 2.923, 7.843)
N (2.786, 1.846, 1.397)
H (-3.163, -4.401, -4.762)
H (0.864, -0.472, 6.532)
C (-0.446, 1.111, 7.275)
H (-4.438, -1.310, -5.785)
H (-2.048, -0.203, 7.800)
H (3.950, 1.640, -1.487)
H (3.101, 0.469, -2.504)
C (-0.066, 2.606, 7.041)
H (-3.417, -0.540, -4.573)
O (-4.431, 1.718, 7.537)
H (-1.063, -1.425, -7.159)
H (0.125, -1.590, 0.625)
C (-1.937, 0.877, 7.627)
N (0.583, 0.409, 0.086)
N (-0.357, -2.886, -5.803)
H (1.688, -3.261, -5.323)
H (-4.252, 1.671, 5.278)
C (3.848, 1.816, 2.385)
C (-0.385, -0.649, 0.409)
N (-0.458, -1.021, -4.045)
H (1.847, 3.217, 0.075)
C (0.608, -1.037, -3.056)
H (-0.191, -2.759, -7.865)
C (-0.226, -2.099, -6.991)
H (-4.353, -3.615, -5.795)
C (2.682, 3.138, 0.765)

Atom charges from the Mulliken analysis, given in e for atoms 1 to 6:
1. H 0.22
2. H 0.24
3. H -0.11
4. O -0.81
5. H 0.31
6. H 0.33

***

Quick rundown of highest occupied orbital energy, same order as above: -10.12; -2.71 eV
Quick rundown of frontier orbital gap, same order as above: 10.1; 3.7 eV
Quick rundown of lowest unoccupied orbital energy, same order as above: 0.0; 1.0 eV